A structure of composition C21H51F5O12S2 in a non-equilibrium geometry. Source: the OMol25 dataset; level of theory: the ωB97M-V functional and the def2-TZVPD basis.

Cartesian coordinates (Å):
C 1.333 -3.454 1.629
C 0.919 -2.013 1.951
O -0.261 -1.864 2.701
C -1.433 -2.386 2.093
C -1.730 -1.874 0.699
C -2.104 -0.382 0.689
C -1.913 0.281 -0.663
C -0.459 0.223 -1.178
C 0.196 1.576 -1.356
S 0.065 2.705 0.079
O -0.432 2.223 -2.499
S 0.610 2.545 -3.664
O 0.136 2.105 -4.891
O 0.957 3.893 -3.585
O 1.783 1.561 -3.171
C 1.685 1.581 -1.745
C 2.656 0.640 -1.021
C 3.441 -0.282 -1.956
C 2.562 -1.463 -2.444
C 2.620 -1.718 -3.930
F 2.798 -0.624 -4.649
F 3.618 -2.583 -4.180
C 1.325 -2.398 -4.473
F 0.246 -1.938 -3.897
F 1.385 -3.700 -4.310
F 1.212 -2.175 -5.766
H 2.079 -3.847 2.310
H 0.508 -4.154 1.561
H 1.802 -3.447 0.645
H 1.707 -1.588 2.567
H 0.925 -1.410 1.043
H -2.258 -2.061 2.725
H -1.453 -3.474 2.151
H -2.613 -2.408 0.352
H -0.944 -2.083 -0.025
H -3.172 -0.349 0.903
H -1.638 0.166 1.504
H -2.214 1.320 -0.582
H -2.538 -0.188 -1.416
H 0.148 -0.302 -0.443
H -0.411 -0.322 -2.115
H -1.236 3.018 -0.026
H 2.010 2.572 -1.420
H 3.381 1.261 -0.506
H 2.169 0.048 -0.252
H 3.870 0.292 -2.769
H 4.266 -0.716 -1.404
H 1.556 -1.283 -2.087
H 2.899 -2.371 -1.959
C -3.449 -0.707 5.722
O -4.252 -0.918 4.563
H -2.412 -0.890 5.451
H -3.550 0.322 6.075
H -3.738 -1.397 6.519
H -5.168 -0.754 4.810
C -0.120 3.844 4.328
O -0.519 4.176 2.999
H -0.586 2.902 4.603
H 0.966 3.734 4.380
H -0.445 4.624 5.016
H -0.098 5.012 2.774
C -2.430 7.181 4.363
O -1.118 6.890 4.841
H -3.105 6.421 4.748
H -2.756 8.162 4.716
H -2.454 7.158 3.271
H -0.528 7.568 4.494
C 0.848 6.846 -5.550
O -0.519 6.458 -5.512
H 0.905 7.879 -5.886
H 1.290 6.769 -4.553
H 1.403 6.213 -6.247
H -0.546 5.543 -5.212
C 0.268 3.994 8.344
O -0.224 3.094 7.357
H 1.214 3.607 8.712
H 0.431 4.985 7.910
H -0.435 4.072 9.177
H -1.061 3.448 7.038
C -0.172 -6.827 -2.347
O -0.310 -5.441 -2.653
H -1.001 -7.120 -1.708
H -0.198 -7.429 -3.259
H 0.768 -7.006 -1.818
H 0.429 -5.193 -3.219
C 0.756 -9.576 -5.952
O -0.533 -9.313 -5.407
H 1.155 -10.460 -5.461
H 0.688 -9.764 -7.026
H 1.429 -8.733 -5.771
H -0.877 -8.529 -5.848

Forces on the atoms, in the same order (eV/Å):
C 0.146 0.231 -0.621
C 0.596 -0.383 0.472
O -0.116 0.064 -0.156
C -0.295 0.138 0.225
C -0.228 0.366 -0.063
C -0.544 -0.474 -0.080
C 0.629 0.093 -0.111
C -0.137 0.279 0.555
C -0.488 0.263 -0.389
S 0.125 -0.157 0.211
O 0.323 -0.250 -0.394
S -0.331 -0.828 0.939
O -0.885 -1.431 -1.967
O 1.111 2.071 0.742
O -0.940 0.129 0.130
C 0.916 0.849 1.547
C 0.467 -0.275 -0.597
C -0.309 -0.564 0.172
C 0.418 0.724 0.429
C -1.294 -0.829 0.903
F 0.375 0.903 -0.541
F 0.916 -0.251 -0.479
C 1.005 0.704 -0.558
F -1.116 0.435 0.767
F 0.031 -1.358 0.476
F -0.016 0.159 -1.020
H -0.074 -0.040 0.343
H -0.195 -0.004 0.083
H 0.076 -0.131 -0.131
H -0.004 0.206 0.172
H -0.377 0.027 -0.189
H -0.004 0.102 0.232
H 0.210 -0.206 -0.224
H 0.018 -0.289 -0.149
H 0.189 -0.193 0.071
H -0.133 0.160 0.200
H 0.444 0.103 -0.064
H -0.257 0.066 -0.161
H -0.307 -0.075 -0.017
H 0.022 -0.135 -0.005
H 0.132 -0.022 -0.197
H 0.125 -0.217 -0.011
H 0.056 0.193 -0.366
H 0.039 0.145 0.143
H -0.232 -0.019 0.048
H -0.023 0.006 -0.197
H 0.249 0.134 0.146
H -0.291 -0.078 -0.330
H -0.036 -0.266 0.031
C -0.272 0.012 -0.071
O 0.038 -0.004 0.007
H -0.015 -0.007 -0.064
H 0.107 -0.014 0.086
H 0.108 0.035 0.074
H 0.081 -0.035 -0.086
C 0.018 0.188 -0.177
O -0.034 -0.034 -0.122
H 0.019 -0.048 -0.134
H -0.016 -0.088 0.174
H 0.085 -0.041 0.088
H -0.107 -0.046 0.053
C 0.250 0.131 -0.054
O -0.007 0.094 -0.051
H 0.051 -0.040 0.018
H -0.118 -0.026 -0.031
H -0.137 -0.012 0.001
H -0.025 -0.062 0.109
C -0.133 -0.297 0.119
O -0.014 0.031 -0.030
H -0.104 0.002 -0.013
H 0.151 0.043 -0.062
H 0.140 0.082 0.030
H -0.001 0.088 0.003
C -0.241 0.002 -0.189
O 0.002 0.005 0.104
H -0.004 -0.052 -0.036
H 0.058 0.043 0.109
H 0.095 0.072 0.079
H 0.090 -0.078 -0.023
C 0.199 0.207 -0.203
O 0.006 -0.048 0.057
H -0.028 0.072 0.003
H -0.011 -0.137 0.085
H -0.045 -0.151 0.040
H -0.173 0.006 0.081
C -0.225 0.217 -0.045
O 0.073 0.033 -0.005
H -0.051 -0.007 0.035
H 0.135 -0.042 -0.005
H 0.114 -0.075 -0.045
H -0.046 -0.099 0.076

E_LUMO	0.320	eV
Kohn-Sham gap	0.3696	hartree
net charge	0
F_max	0.0503	Eh/bohr
energy relative to the best compared isomer or geometry (same formula, charge and spin)	0.7936	eV

Atomic partial charges in e from the Mulliken method, atoms 1 to 8: -1.03, 1.07, -0.49, -0.87, -0.40, -0.65, -1.56, 2.42